1.
Computed, not measured: CHClNO2S as an isolated structure, with ωB97M-V/def2-TZVPD.

Calculated values
Charge: -1
Lowest unoccupied orbital energy (eV): 3.551
Gap between HOMO and LUMO (Ha): 0.2425

Positions of all 7 atoms, in Å:
C: 1.760 -0.863 0.054
N: -0.605 0.722 0.425
O: 2.117 -1.119 1.124
O: 1.507 -0.778 -1.065
S: -1.394 -0.078 -0.651
Cl: -0.484 2.455 0.096
H: -2.901 -0.338 0.018


2.
Computed, not measured: a 2-piece molecular cluster, CHClNO2S overall, with ωB97M-V/def2-TZVPD.

Calculated values
Charge: -1
Lowest unoccupied orbital energy (eV): 3.730
Gap between HOMO and LUMO (Ha): 0.2562

Positions of all 7 atoms, in Å:
C: 0.258 -1.454 0.098
N: 0.389 0.994 -0.760
O: -0.733 -1.318 0.672
O: 1.205 -1.803 -0.458
S: -0.993 1.705 -0.434
Cl: 1.620 1.135 0.623
H: -1.746 0.740 0.260


Which structure is the most stable? The one labeled 2.


1.
Computed, not measured: a 2-piece molecular cluster, CH2NO2S overall, with ωB97M-V/def2-TZVPD.

Calculated values
Charge: -1
Lowest unoccupied orbital energy (eV): 3.859
Gap between HOMO and LUMO (Ha): 0.2091

Positions of all 7 atoms, in Å:
C: -1.222 -0.462 2.872
N: 0.985 0.170 0.460
O: -2.156 -0.427 2.213
O: -0.412 -0.411 3.657
S: 0.584 -1.563 0.726
H: 1.970 0.517 0.517
H: 0.676 0.522 -0.531


2.
Computed, not measured: a 2-piece molecular cluster, CH2NO2S overall, with ωB97M-V/def2-TZVPD.

Calculated values
Charge: -1
Lowest unoccupied orbital energy (eV): 3.696
Gap between HOMO and LUMO (Ha): 0.2693

Positions of all 7 atoms, in Å:
C: -1.537 1.004 -0.083
N: -1.374 -0.181 -0.232
O: -1.861 2.096 0.281
O: 1.383 0.972 -0.113
S: -3.415 -0.641 -0.410
H: 0.544 0.188 -0.171
H: 1.781 0.569 -0.951


Which structure is the most stable? The one labeled 1.


1.
Computed, not measured: the molecule C6H10O2Si, with ωB97M-V/def2-TZVPD.

Calculated values
Lowest unoccupied orbital energy (eV): 0.652
SMILES string: C[SiH](C)c1occc1O
Gap between HOMO and LUMO (Ha): 0.3307

Positions of all 19 atoms, in Å:
C: 2.219 1.446 0.025
Si: 1.203 -0.220 0.240
C: 1.780 -1.630 -1.027
C: -0.595 0.159 -0.007
O: -1.244 0.152 -1.244
C: -2.532 0.171 -1.040
C: -2.830 0.193 0.245
C: -1.564 0.118 0.969
O: -1.439 0.153 2.295
H: 2.346 1.805 -0.997
H: 1.738 2.271 0.484
H: 3.150 1.289 0.457
H: 1.202 -0.613 1.734
H: 2.912 -1.848 -0.780
H: 1.044 -2.470 -1.034
H: 1.773 -1.139 -2.059
H: -3.124 0.112 -1.933
H: -3.791 -0.004 0.778
H: -2.250 0.054 2.893


2.
Computed, not measured: a 2-piece molecular cluster, C6H10O2Si overall, with ωB97M-V/def2-TZVPD.

Calculated values
Lowest unoccupied orbital energy (eV): 0.546
SMILES string: C=[SiH]C.Oc1ccoc1
Gap between HOMO and LUMO (Ha): 0.3083

Positions of all 19 atoms, in Å:
C: 2.515 1.380 0.163
Si: 1.587 0.194 -0.844
C: 1.878 -1.637 -0.465
H: 3.369 1.331 0.837
H: 1.986 2.259 0.273
H: 0.474 0.578 -1.866
H: 0.886 -2.215 -0.426
H: 2.384 -2.290 -1.246
H: 2.438 -1.820 0.512
O: -0.859 2.068 0.083
C: -1.584 0.854 0.096
C: -1.355 -0.086 1.100
C: -2.065 -1.174 0.669
O: -2.800 -0.961 -0.453
C: -2.538 0.387 -0.816
H: -0.430 2.270 0.891
H: -0.686 0.089 1.856
H: -2.112 -2.078 1.234
H: -3.090 0.850 -1.600


Which structure is the most stable? The one labeled 1.